Entry 1:
Here is a 2-piece molecular cluster, CHN3O overall from OMol25. Energies are from wB97M-V/def2-TZVPD.

total charge = 0
energy relative to the best compared isomer or geometry (same formula, charge and spin) = 310.1 kJ/mol
electronic energy = -278.13945 hartree
HOMO energy = -10.2 eV
orbital gap = 11.2 eV
largest force on an atom = 1.6 eV/A
molar mass = 71.04 g mol⁻¹

Last column: Löwdin charge in e.
Cartesian coordinates (Å):
O  -2.936  -1.956  -0.030  -0.0089
N  0.142  -2.071  -0.211  0.0691
N  -0.752  -0.057  -1.075  0.1934
C  -3.347  -0.912  0.096  -0.0280
N  -0.260  -0.985  -0.651  -0.3152
H  1.011  -2.497  -0.594  0.0895

=====

Entry 2:
Here is C40H45NO3PbTe as an isolated structure from OMol25. Energies are from wB97M-V/def2-TZVPD.

total charge = +2
energy relative to the best compared isomer or geometry (same formula, charge and spin) = 257.0 kJ/mol
electronic energy = -2292.00640 hartree
HOMO energy (spin up / spin down) = -13.5 / -13.5 eV
orbital gap (spin up / spin down) = 5.1 / 5.9 eV
largest force on an atom = 0.7 eV/A
molar mass = 922.60 g mol⁻¹

Last column: Löwdin charge in e.
Cartesian coordinates (Å):
C  0.315  -3.344  0.822  -0.0269
H  -0.610  0.916  -5.407  0.1120
O  -1.794  0.353  0.996  -0.4246
C  -1.425  0.662  -4.741  -0.0721
C  -3.624  -3.817  0.079  -0.0510
H  -1.693  -1.757  2.757  0.0692
H  5.223  -1.282  2.344  0.1131
H  0.951  -1.005  5.787  0.1140
H  2.976  0.277  5.226  0.0819
C  3.987  2.765  -3.923  -0.0422
H  -4.309  -0.335  -2.385  0.1261
C  3.080  -2.728  0.211  -0.0219
H  5.641  1.394  -3.838  0.1200
C  -2.401  -2.073  -1.040  -0.1613
C  -2.734  0.737  -5.184  -0.0621
C  -1.862  3.660  -1.365  -0.0319
C  2.761  3.101  -3.382  -0.0171
H  -1.048  -2.312  4.310  0.0839
H  -1.041  -3.373  2.926  0.0895
H  -1.280  -2.701  -2.771  0.1276
H  2.836  -2.336  -0.784  0.0861
C  -3.771  0.388  -4.325  -0.0429
C  -2.251  -4.349  -1.819  -0.0487
C  1.182  -0.936  3.643  -0.2365
C  -1.149  0.256  -3.440  -0.0443
H  2.783  -3.775  0.195  0.0942
C  3.085  -1.067  2.132  -0.2212
H  0.870  0.613  5.129  0.0693
H  4.711  0.366  2.044  0.0840
O  -3.640  0.734  -0.190  0.1182
C  -0.064  3.267  -2.922  -0.0222
C  4.504  -0.674  1.790  -0.0409
C  0.797  2.753  -1.933  -0.1614
H  -4.310  -4.124  0.857  0.1148
Te  -2.085  1.527  3.396  1.6074
C  -3.499  -0.041  -3.038  -0.0048
H  -2.950  1.050  -6.196  0.1131
H  -1.867  -5.073  -2.525  0.1160
H  2.240  3.962  -3.778  0.1194
H  -4.157  1.902  1.800  0.0069
C  2.388  -1.998  1.342  -0.2124
C  2.185  2.381  -2.326  -0.1122
H  -0.747  -3.113  0.773  0.0619
C  4.166  0.990  -2.341  -0.0205
C  -2.182  -0.098  -2.583  -0.1472
H  -0.250  3.000  4.672  0.0078
C  2.483  -0.542  3.285  -0.2205
H  4.725  0.169  -1.905  0.1180
C  -1.910  -3.013  -1.943  -0.0279
C  -3.271  -2.477  -0.037  -0.0220
H  -1.398  4.093  3.838  0.0258
H  -3.693  -1.758  0.655  0.1185
C  1.066  -2.345  1.666  -0.2141
C  4.687  1.681  -3.418  -0.0449
H  -4.796  0.433  -4.667  0.1156
C  3.266  0.386  4.184  -0.0230
H  0.683  -3.381  -0.200  0.0754
H  0.291  3.298  -3.943  0.1221
H  -1.953  4.096  -3.459  0.1284
H  4.393  3.352  -4.735  0.1207
N  2.541  0.632  -0.572  0.0133
Pb  0.443  0.698  0.930  1.5494
H  -4.417  2.762  3.362  0.0342
H  -3.372  3.486  2.113  0.0279
H  -3.389  -5.794  -0.712  0.1151
H  4.734  -0.803  0.735  0.0623
H  -0.116  0.231  -3.115  0.1058
C  0.472  -1.842  2.839  -0.2223
O  -0.481  -0.616  -0.907  -0.1315
H  0.414  -4.351  1.238  0.1176
H  -1.451  3.065  0.659  0.0699
C  -3.719  2.554  2.552  -0.3302
H  4.333  0.182  4.140  0.0831
H  3.129  1.438  3.914  0.0986
H  3.157  0.957  0.174  0.0834
H  -1.862  3.297  5.365  0.0323
C  0.590  -0.423  4.935  -0.0605
H  -2.867  3.997  -1.149  0.1259
H  4.161  -2.711  0.316  0.0841
C  -0.898  -2.340  3.235  -0.0201
H  2.785  -0.350  -0.671  0.0512
C  -1.293  3.194  4.440  -0.3540
C  0.169  2.650  -0.708  -0.0787
C  -1.065  3.139  -0.351  -0.1236
C  -1.347  3.709  -2.651  -0.0258
C  -3.109  -4.753  -0.802  -0.0562
C  -1.916  -0.635  -1.184  -0.2775
H  -0.494  -0.494  4.952  0.0243
C  2.943  1.342  -1.780  -0.2239
H  -0.039  -1.205  -1.532  0.1094
C  -2.547  0.243  -0.085  -0.5656

=====

Entry 3:
Here is C6H13O3P in the gas phase from OMol25. Energies are from wB97M-V/def2-TZVPD.

total charge = 0
energy relative to the best compared isomer or geometry (same formula, charge and spin) = 202.7 kJ/mol
electronic energy = -803.44967 hartree
HOMO energy = -9.5 eV
SMILES string = C=C(OCC)[P@@H](=O)OCC
orbital gap = 10.3 eV
largest force on an atom = 3.9 eV/A
molar mass = 164.14 g mol⁻¹

Last column: Löwdin charge in e.
Cartesian coordinates (Å):
H  2.824  2.180  -0.185  0.1309
H  -0.417  1.285  2.393  0.0118
H  3.036  0.556  0.755  0.1591
O  -1.928  -0.344  -0.615  -0.2450
P  -1.490  1.073  -0.163  0.6129
H  4.221  1.024  -1.649  0.0704
H  3.441  -0.600  -1.699  0.0878
H  -0.932  -1.895  0.281  0.0968
C  0.270  1.075  0.519  -0.4530
H  -1.935  1.138  1.188  0.0481
H  -3.937  -2.059  -0.371  0.1003
O  -1.745  2.039  -1.220  -0.2902
H  1.429  1.407  2.304  0.0942
C  3.280  0.489  -1.496  -0.0940
C  -2.962  -2.536  -0.104  -0.0545
C  2.609  1.084  -0.264  -0.2329
C  -1.898  -1.518  0.259  -0.2289
O  1.182  0.865  -0.427  -0.1147
H  -3.259  -3.105  0.726  0.0557
H  2.583  0.757  -2.312  0.0826
H  -2.087  -1.072  1.219  0.0938
C  0.419  1.324  1.780  0.0034
H  -2.706  -3.167  -0.918  0.0653

=====

Entry 4:
Here is C43H43Cl3IrN4OP2S as an isolated structure from OMol25. Energies are from wB97M-V/def2-TZVPD.

total charge = +1
energy relative to the best compared isomer or geometry (same formula, charge and spin) = 0.0 kJ/mol
electronic energy = -4524.31983 hartree
HOMO energy = -9.6 eV
orbital gap = 7.5 eV
largest force on an atom = 0.3 eV/A
molar mass = 1024.43 g mol⁻¹

Last column: Löwdin charge in e.
Cartesian coordinates (Å):
H  1.633  5.675  0.345  0.1069
H  -6.201  2.916  -0.546  0.1069
N  -2.070  -7.771  -1.722  0.1699
H  3.347  -4.011  2.486  0.1489
C  -0.774  4.013  -3.322  -0.2104
C  0.629  5.394  0.634  -0.0792
H  2.061  -0.856  -2.540  0.0518
C  -0.179  1.644  2.324  -0.0783
H  -1.136  4.132  -4.343  0.0617
H  -2.932  1.933  -2.763  0.0474
C  -5.336  2.318  -0.289  -0.0785
C  -0.526  -1.161  -1.280  -0.1109
H  -6.485  0.554  0.139  0.1040
C  -0.851  -2.551  -1.412  -0.2529
H  -2.204  -2.828  5.266  0.1121
C  -3.111  0.804  0.366  -0.0368
C  -1.285  3.881  0.393  -0.3611
H  -1.496  4.444  -2.627  0.0536
C  -1.811  -6.653  -1.660  -0.1764
C  -2.500  -4.299  -1.638  -0.0069
H  0.167  4.552  -3.208  0.0507
H  -2.961  -2.206  -1.594  0.1191
H  0.001  0.946  4.425  0.1372
N  -1.651  2.667  -0.114  -0.1376
H  0.549  2.013  -5.063  0.0982
H  -1.074  2.232  2.249  0.1050
H  -2.236  0.226  0.634  0.0747
C  -2.273  -2.525  3.140  -0.6411
C  -2.180  -2.956  -1.557  -0.0260
C  3.586  -3.533  0.412  -0.3015
C  -4.377  0.240  0.419  -0.0803
H  2.741  -0.801  -0.919  0.0148
H  0.555  0.531  -4.104  0.0880
C  2.086  1.955  -3.507  -0.3649
H  2.754  -5.447  -0.315  0.1140
C  -1.553  -2.278  1.982  -0.0771
H  0.382  7.011  2.019  0.1034
H  -1.922  6.347  2.625  0.1109
H  2.440  0.248  1.089  0.1057
H  1.191  -3.210  -1.252  0.1013
H  2.017  -0.401  4.815  0.1213
N  0.644  1.415  1.241  -0.0672
C  -0.069  6.139  1.565  -0.0917
C  -5.497  0.992  0.091  -0.0868
H  4.509  2.153  -1.690  0.0609
Cl  5.137  -1.219  0.679  0.6778
C  -0.158  -4.860  -1.447  -0.0127
H  3.392  3.364  -1.013  0.0458
H  0.384  -1.926  1.161  0.1059
H  3.752  -0.336  -2.308  0.0528
C  0.492  -2.239  3.275  -0.1918
C  0.343  1.014  3.407  -0.0139
C  -1.488  -5.255  -1.580  -0.2202
O  2.604  -2.134  2.075  -0.1588
C  0.158  -3.518  -1.360  -0.0190
H  4.307  -5.234  -2.412  0.0766
H  -3.529  -4.615  -1.743  0.1266
P  -0.567  2.263  -2.909  0.7294
H  2.251  3.036  -3.525  0.0856
C  -1.639  -2.635  4.365  -0.1120
C  -1.979  4.655  1.342  -0.0267
C  4.528  -2.659  -0.047  -0.9643
C  0.008  4.305  0.031  -0.1379
H  0.618  -5.612  -1.417  0.1113
H  -2.334  1.656  -4.420  0.0646
Ir  0.160  1.888  -0.801  0.9737
Cl  0.521  -2.587  5.965  0.7424
H  -2.062  -2.201  1.031  0.0870
H  -2.973  4.363  1.651  0.1133
H  1.848  -3.992  1.546  0.1326
C  4.233  -4.542  -1.590  -0.3882
C  -2.942  2.133  -0.025  -0.3142
C  3.434  -4.626  -0.496  -0.1565
H  -3.956  3.918  -0.664  0.1156
P  2.193  1.412  -1.756  0.7209
H  2.455  -2.648  4.065  0.1395
H  0.550  3.869  -0.845  0.0394
C  2.276  -0.545  3.768  -0.0413
C  1.633  0.655  1.675  -0.1349
C  -0.270  0.007  -1.092  -0.2684
S  5.208  -3.139  -1.550  1.0068
H  2.881  1.496  -4.098  0.0973
C  0.698  1.615  -4.058  -0.3578
Cl  -3.993  -2.696  3.052  0.7115
C  -2.132  1.494  -3.360  -0.1956
C  2.806  -3.479  1.692  -0.1396
C  -0.262  -2.488  4.415  -0.5760
N  1.500  0.406  2.987  -0.0392
H  -2.085  0.427  -3.146  0.0431
C  2.744  -0.308  -1.891  -0.2396
C  1.982  -1.981  3.335  -0.2972
C  3.620  2.300  -1.075  -0.2211
C  -0.180  -2.136  2.061  -0.0099
C  -4.072  2.886  -0.354  -0.0523
C  -1.373  5.764  1.897  -0.0678
H  3.826  1.937  -0.067  0.0367
H  3.340  -0.351  3.637  0.1417
H  -4.491  -0.789  0.740  0.0763

=====

Entry 5:
Here is a 2-piece molecular cluster, C4H13NO2 overall from OMol25. Energies are from wB97M-V/def2-TZVPD.

total charge = 0
energy relative to the best compared isomer or geometry (same formula, charge and spin) = 103.8 kJ/mol
electronic energy = -365.40295 hartree
HOMO energy = -8.8 eV
SMILES string = CCNCCO.O
orbital gap = 9.5 eV
largest force on an atom = 1.5 eV/A
molar mass = 107.15 g mol⁻¹

Last column: Löwdin charge in e.
Cartesian coordinates (Å):
C  1.664  0.522  1.052  -0.0941
C  -0.987  1.203  -1.691  -0.2339
H  -2.951  1.396  -1.757  0.0959
H  0.445  -3.418  0.630  0.0277
C  0.150  0.299  1.165  -0.3011
C  -0.091  0.030  -1.278  -0.2036
H  2.132  -0.354  0.597  0.0823
H  2.068  0.630  2.068  0.0734
H  1.849  1.493  0.608  0.0646
H  0.364  -2.553  1.880  0.0081
H  0.906  0.430  -1.211  0.0887
H  -0.570  2.111  -1.259  0.1105
H  -0.108  -0.809  -1.963  0.1102
H  -1.410  -0.461  0.065  0.0908
N  -0.395  -0.484  0.067  -0.0820
H  -0.135  -0.198  2.098  0.0983
H  -1.029  1.240  -2.766  0.1101
H  -0.382  1.254  1.312  0.1079
O  -2.292  1.020  -1.151  -0.0855
O  0.772  -3.353  1.534  -0.0683

=====

Entry 6:
Here is C11H22N2O3S in the gas phase from OMol25. Energies are from wB97M-V/def2-TZVPD.

total charge = 0
energy relative to the best compared isomer or geometry (same formula, charge and spin) = 868.9 kJ/mol
electronic energy = -1165.48114 hartree
HOMO energy = -8.8 eV
SMILES string = CC[C@H](C)[C@H](NC(=O)[C@@H](N)CCSC)C(=O)O
orbital gap = 9.1 eV
largest force on an atom = 8.9 eV/A
molar mass = 262.38 g mol⁻¹

Last column: Löwdin charge in e.
Cartesian coordinates (Å):
H  -1.415  0.652  1.068  0.0783
C  -1.942  3.988  0.159  -0.0493
H  -2.643  1.575  2.044  0.1525
H  -2.223  3.772  -0.906  0.0901
H  0.006  -2.733  0.000  0.0920
H  0.593  -5.832  0.952  0.0181
C  -1.931  1.641  1.046  -0.3026
H  -3.741  1.999  -0.457  0.0911
H  0.031  2.154  -1.218  0.1809
C  0.630  0.157  -0.521  -0.5078
C  0.669  -2.558  -0.830  -0.1548
H  1.890  1.125  0.705  0.2381
C  1.389  -1.084  -0.372  -0.2344
C  -1.029  2.843  0.875  -0.2363
H  -3.327  -0.013  -0.017  0.1542
C  0.203  2.264  -0.080  -0.3136
H  3.073  -1.537  0.670  0.0986
H  -0.493  -7.076  -0.119  0.0833
S  0.996  -5.518  -1.432  0.6943
H  -0.910  -5.204  0.111  0.0295
C  1.080  3.404  0.010  -0.3123
H  -1.315  4.903  0.112  0.0680
H  2.038  -3.746  0.135  0.0955
H  2.826  4.537  0.409  0.2348
H  2.220  -0.973  -0.888  0.0823
H  2.322  -3.531  -1.776  0.0517
O  -0.248  0.273  -1.385  0.0312
O  2.120  3.834  0.967  -0.0284
N  2.204  -0.961  0.912  -0.0053
H  -0.410  3.134  1.874  0.1835
H  1.671  -1.354  1.806  0.1346
H  -2.757  3.996  0.911  0.0813
C  1.640  -3.725  -0.961  -0.4565
H  -2.213  1.389  -1.130  0.0675
C  -2.841  1.215  -0.161  -0.1669
N  0.770  1.091  0.368  0.0852
H  0.311  -2.162  -1.794  0.1087
C  -0.058  -5.956  0.058  -0.4368
O  0.815  4.015  -1.144  -0.0204

=====

Entry 7:
Here is C4H5NO in the gas phase from OMol25. Energies are from wB97M-V/def2-TZVPD.

total charge = 0
energy relative to the best compared isomer or geometry (same formula, charge and spin) = 305.3 kJ/mol
electronic energy = -285.29832 hartree
HOMO energy = -8.2 eV
orbital gap = 8.4 eV
largest force on an atom = 0.4 eV/A
molar mass = 83.09 g mol⁻¹

Last column: Löwdin charge in e.
Cartesian coordinates (Å):
H  -2.171  1.071  0.030  0.1265
H  2.473  -0.487  -0.779  0.0950
H  -2.012  -1.580  -0.248  0.0751
C  -1.148  -0.929  -0.154  -0.1560
O  2.124  0.307  -0.355  -0.0049
C  0.894  -0.062  0.176  -0.4825
N  -0.077  1.032  0.076  0.0836
H  0.116  2.010  0.230  0.1537
C  -1.270  0.463  -0.021  -0.0828
C  0.197  -1.326  -0.197  0.0291
H  0.970  -0.286  1.262  0.1632

=====

Q: The highest electronic energy belongs to which entry?
A: CHN3O

=====

Q: What is the formula in the seventh record?
A: C4H5NO

=====

Q: What is the formula in the third record?
A: C6H13O3P

=====

Q: Among the records above, which one has the lowest energy relative to the best compared isomer or geometry (same formula, charge and spin)?
A: C43H43Cl3IrN4OP2S